Entry from the OMol25 dataset: a structure of composition C8H17ClMnN2O2 (ωB97M-V/def2-TZVPD).

## Properties
HOMO-LUMO gap (spin up / spin down) (hartree): 0.1882 / 0.1505
Lowest unoccupied orbital energy (spin up / spin down) (eV): -13.5 / -14.5
Highest occupied orbital energy (spin up / spin down) (eV): -18.62 / -18.62
Calculated total energy (hartree): -2184.9411

ORCA input file:
```
! wB97M-V def2-TZVPD RIJCOSX def2/J DEFGRID3
* xyz 3 7
Mn -1.144 -4.030 -1.692
C -3.209 1.087 -1.772
C -1.697 0.743 -1.292
N -1.782 0.563 0.149
C -2.409 1.529 0.898
C -2.210 0.985 2.154
N -1.350 -0.163 2.273
C -1.044 -0.370 0.938
C -1.084 -0.983 3.402
H -3.582 2.106 -1.666
H -3.932 0.414 -1.310
H -3.320 0.958 -2.849
H -1.043 1.591 -1.498
H -1.261 -0.142 -1.754
H -2.712 2.524 0.606
H -2.675 1.448 3.012
H -0.471 -1.173 0.497
H -1.992 -1.495 3.722
H -0.654 -0.338 4.168
H -0.383 -1.792 3.200
Cl 0.706 -2.396 -1.803
C 3.744 0.417 -1.553
C 4.167 -0.755 -0.664
O 3.172 -1.077 0.286
O 3.688 1.727 -1.053
H 2.838 0.179 -2.110
H 4.525 0.332 -2.308
H 5.158 -0.711 -0.212
H 4.221 -1.601 -1.349
H 2.427 -1.365 -0.246
H 3.309 1.788 -0.173
*
```